Record 1
104
Properties=species:S:1:pos:R:3:forces:R:3:lowdin_charge:R:1 method="wB97M-V/def2-TZVPD" homo_energy_ev=-12.15 charge=+2 de_lowest_kj_mol=174.7 max_force_ev_per_a=1.56 spin_multiplicity=1 lumo_ev=-5.7989 orbital_gap_ev=6.35
Ta -0.50285 0.14173 0.44734 -0.392 -1.180 -0.943 1.57
Te -0.41399 1.96327 2.46489 0.489 0.202 0.419 1.18
Se 2.05559 1.39190 0.30559 0.607 0.815 0.466 0.70
Se 4.28322 0.94111 0.98287 -0.046 -0.016 -0.054 0.84
O -1.52344 -0.65207 3.89392 -0.010 0.240 0.130 0.02
O -0.44589 1.81284 -0.81567 -0.087 -0.200 0.103 -0.35
O -1.17994 -1.22842 1.72025 -0.105 0.868 0.744 -0.36
N -2.85533 0.74750 0.27356 0.262 -0.303 0.521 -0.24
N 0.99961 -1.96893 0.24407 -0.307 0.354 -0.305 -0.23
N 1.43442 0.25366 -2.04972 0.292 0.039 -0.138 0.02
N -0.97652 3.61925 -2.15571 0.061 -0.194 0.096 0.08
N -0.80088 4.97814 -2.14366 0.032 -0.168 -0.050 -0.03
N 2.56016 0.48829 3.10475 -0.031 -0.101 -0.024 -0.05
N -1.37018 -1.12231 -0.85955 -0.156 0.005 -0.432 -0.08
C 3.41564 1.61062 -2.26980 -0.112 -0.001 -0.122 -0.08
C -2.01840 2.66672 3.60714 -0.194 0.228 -0.015 -0.60
C 3.16189 0.15636 5.39034 0.021 0.015 -0.078 -0.03
C -3.48437 2.66838 5.49944 0.046 -0.066 0.003 -0.06
C -4.01316 3.88471 5.09506 -0.028 -0.003 0.027 -0.07
C 2.35935 1.07382 -1.55586 -0.221 -0.327 0.016 -0.61
C -2.77092 -1.25348 -1.03362 0.513 -0.097 -0.052 -0.21
C 0.63724 -2.44650 -1.08729 0.239 -0.346 0.054 -0.23
C -3.58832 2.68549 -4.61430 0.052 -0.028 0.000 -0.04
C 3.50576 1.26007 -3.61124 -0.094 -0.054 -0.001 -0.02
C -3.43260 -2.37158 -1.53729 -0.099 -0.005 -0.058 -0.01
C -1.44720 -1.45483 3.01787 0.092 -0.625 -0.493 -0.43
C 4.86584 0.58956 3.76190 -0.057 -0.028 0.051 -0.09
C 0.14169 4.16787 -0.30885 -0.077 -0.285 0.007 0.02
C -1.05468 1.86054 -3.81356 -0.064 0.022 -0.076 0.01
C 2.45640 -1.76769 0.32344 0.099 -0.170 0.157 -0.15
C 1.06309 -3.77359 -3.04956 -0.107 0.053 -0.047 -0.05
C 1.52681 -0.05854 -3.34482 0.098 -0.186 0.048 -0.13
C 2.22544 0.25263 4.37772 0.023 -0.012 0.060 -0.14
C -3.53498 4.50352 3.95062 0.069 0.009 -0.091 -0.07
C -4.78041 -2.28304 -1.84597 0.002 0.103 0.082 -0.05
C -2.93673 3.35942 -3.59398 -0.083 -0.043 0.093 -0.03
C -0.89835 -2.38916 -2.92274 0.108 -0.003 -0.093 -0.05
C 2.54504 0.41783 -4.15561 0.119 0.057 0.020 -0.02
C 4.50411 0.33125 5.07253 -0.030 -0.004 0.017 -0.04
C -2.47596 2.05268 4.76725 -0.076 0.193 -0.018 -0.13
C -3.51194 -0.15658 -0.66103 -0.283 0.253 -0.057 -0.22
C -0.54990 -2.00070 -1.62768 -0.465 0.300 0.038 -0.24
C 0.67345 -3.03769 1.22496 0.028 -0.070 -0.046 -0.04
C -3.12274 2.15768 -0.05811 -0.234 0.031 0.294 -0.05
C -1.72334 1.17896 -4.81938 0.000 0.024 0.026 -0.05
C -1.08775 5.82468 -3.29674 0.025 0.014 0.024 0.04
C -1.66863 2.94378 -3.21201 0.021 -0.030 0.159 -0.21
C -0.10356 -3.27769 -3.62304 0.082 -0.049 0.044 -0.06
C 3.83868 0.64464 2.82985 0.111 0.047 -0.093 -0.66
C -2.98227 1.59562 -5.22741 0.007 0.032 0.019 -0.05
C -0.41200 3.09097 -1.01970 0.023 0.281 -0.460 -0.40
C -3.53537 0.45813 1.58342 -0.240 0.043 -0.188 -0.04
C 0.24124 6.72330 -0.74755 0.033 -0.057 0.040 0.01
C 1.43508 -3.34474 -1.78806 -0.033 0.086 0.031 -0.01
C -4.84698 -0.03397 -1.01439 0.056 -0.105 0.025 -0.01
C -0.12492 5.30875 -1.03670 0.023 0.259 -0.028 -0.23
C -2.53397 3.89857 3.20195 -0.186 -0.074 0.204 -0.17
C -5.47524 -1.09293 -1.64922 0.041 -0.095 -0.005 -0.05
H 5.26347 0.27477 5.83997 0.011 -0.008 0.024 0.12
H -0.37349 -3.30555 1.15492 -0.016 -0.023 -0.031 0.10
H -3.11382 1.06118 2.37089 0.066 0.061 0.107 0.04
H -1.11740 5.21353 -4.19375 0.018 0.013 0.011 0.10
H 4.31520 1.64096 -4.21849 0.012 0.001 -0.022 0.12
H 2.97313 -2.72895 0.31275 0.046 0.043 0.028 0.10
H -3.48895 1.07884 -6.02990 -0.034 -0.031 0.000 0.12
H 0.76465 -0.72856 -3.73601 0.132 0.086 0.102 0.10
H -1.79022 -1.98699 -3.38140 -0.027 -0.011 0.015 0.12
H 1.67912 -4.48458 -3.58007 0.021 -0.015 -0.035 0.12
H 1.09420 7.03935 -1.34975 0.018 -0.012 -0.029 0.10
H -0.39580 -3.58295 -4.61819 0.009 -0.020 -0.033 0.12
H -2.06384 1.11528 5.09870 0.021 -0.056 -0.007 0.08
H -5.40651 0.85671 -0.76499 -0.047 -0.019 0.007 0.12
H -2.03915 6.33943 -3.17506 -0.001 -0.002 -0.019 0.11
H -3.43757 -0.59393 1.81472 -0.076 -0.019 -0.040 0.09
H -1.61866 -2.53220 3.17689 0.057 0.062 0.061 0.16
H 2.80269 -1.17926 -0.51691 0.029 -0.023 0.010 0.05
H 1.28995 -3.90942 0.99303 -0.046 -0.015 0.059 0.11
H 2.68275 -1.27424 1.26022 0.031 -0.006 0.094 0.03
H -4.78971 4.35725 5.67998 -0.025 0.007 0.014 0.11
H -2.83069 2.33266 -1.07583 -0.006 0.102 -0.330 0.07
H -4.57167 3.00690 -4.92530 -0.032 0.014 -0.015 0.12
H 2.58773 0.12027 -5.19318 0.015 0.006 -0.033 0.12
H 2.84779 -0.04445 6.40335 -0.004 -0.002 0.037 0.12
H 2.34927 -3.71642 -1.34876 0.019 -0.030 -0.036 0.12
H 1.16416 0.14471 4.57382 0.000 0.003 0.004 0.08
H -0.58706 7.39830 -0.95721 -0.021 0.006 0.020 0.10
H -2.15398 4.39058 2.31535 0.041 0.011 -0.008 0.08
H -3.85230 2.19097 6.39745 0.006 0.004 0.030 0.11
H -2.90129 -3.29867 -1.69629 0.016 0.024 -0.077 0.12
H -0.06938 1.56564 -3.49380 -0.044 0.068 -0.021 0.09
H -1.25102 0.33158 -5.29798 0.016 -0.017 -0.023 0.11
H -4.18854 2.36195 0.05834 0.048 0.063 -0.019 0.11
H 4.13419 2.27494 -1.80957 -0.010 0.001 0.024 0.11
H 0.90354 -2.69130 2.23098 0.034 0.005 -0.004 0.10
H 5.89953 0.73878 3.48234 0.000 0.023 -0.016 0.11
H -3.41537 4.18863 -3.08889 -0.013 0.021 -0.007 0.13
H 0.51532 6.82318 0.29960 0.004 0.004 -0.003 0.10
H -0.28475 6.55070 -3.39418 -0.024 0.015 0.010 0.10
H -2.57095 2.79876 0.62325 0.009 0.042 0.000 0.05
H -4.59460 0.69423 1.47106 0.012 0.006 0.072 0.11
H -5.29006 -3.14916 -2.24215 -0.027 -0.020 -0.047 0.12
H -6.51359 -1.01124 -1.93554 -0.034 -0.015 0.011 0.11
H 0.67801 4.11842 0.61826 -0.043 0.000 0.070 0.07
H -3.92992 5.46319 3.64462 -0.018 0.003 -0.008 0.11

=====

Record 2
103
Properties=species:S:1:pos:R:3:forces:R:3:lowdin_charge:R:1 method="wB97M-V/def2-TZVPD" homo_energy_ev=-5.53 charge=-1 max_force_ev_per_a=4.90 spin_multiplicity=1 lumo_ev=2.1232 orbital_gap_ev=7.65
P 3.97084 -2.43504 -1.34787 1.402 2.069 0.102 0.80
Al 0.69357 -2.88339 -4.17080 0.172 0.336 2.002 0.23
F 2.21289 -3.59826 3.75835 0.033 -0.105 -0.064 0.05
F -5.76241 3.00859 -0.30692 -0.024 0.200 -0.414 0.03
F 5.32044 2.50427 -6.54075 -0.094 0.116 -0.137 0.06
F -5.76035 4.11172 3.77060 -0.177 -0.040 0.155 0.05
F 2.13967 -0.45166 1.90509 -0.090 -0.007 -0.021 0.05
O 0.64615 4.76400 -1.98666 0.222 -4.358 2.222 -0.01
O 2.16494 -3.33869 -3.09410 -0.404 1.676 -0.124 -0.35
O 0.27111 -1.39956 -3.09397 1.485 -1.075 1.083 -0.27
O 1.15092 2.59636 -2.48767 -1.919 0.887 2.963 -0.09
N 5.14378 -1.29753 -1.36922 -0.991 -0.579 0.961 -0.35
C 6.22488 1.82725 -5.81403 0.516 -0.449 0.500 -0.29
C -0.77346 -5.59785 5.74793 -0.032 0.010 0.046 -0.10
C 1.23693 -4.25154 4.40841 -0.614 -0.418 0.370 -0.28
C -2.25323 5.24409 1.94927 0.073 0.046 0.010 -0.09
C -0.72064 -2.64099 -0.66982 -0.374 -0.286 1.384 -0.17
C -0.46524 -4.28515 6.09671 0.117 -0.251 -0.216 -0.09
C -4.61355 4.48148 3.17480 0.870 0.258 -0.422 -0.28
C -2.91919 -1.21461 -1.29631 -2.042 1.796 -1.706 -0.15
C 0.54950 -3.60978 5.42668 0.075 0.173 0.018 -0.02
C -3.60001 0.17357 -1.05139 -0.543 -1.595 -3.135 -0.04
C 7.56011 1.86383 -6.18510 0.019 0.138 -0.178 -0.04
C -3.18267 -1.95574 -2.63567 -1.449 3.080 0.659 -0.01
C -8.04706 0.36353 0.64506 -0.010 0.330 0.160 -0.07
C 8.49810 1.16702 -5.42998 -0.267 -0.104 0.193 -0.10
C 2.56284 -2.05624 -2.55000 -0.334 -2.266 -0.224 -0.46
C -2.59700 5.77964 3.18850 -0.147 -0.232 -0.238 -0.09
C -4.48835 0.81926 -2.14122 1.913 -3.496 -0.795 -0.11
C 5.80700 1.10512 -4.70689 -0.115 0.052 -0.055 -0.01
C 0.72141 3.57352 -1.56716 0.745 3.325 -3.413 -0.27
C 4.05514 0.90393 2.10858 -0.086 0.106 -0.181 -0.02
C 3.25835 -0.13126 2.57233 0.688 0.208 0.377 -0.28
C 1.68111 0.23759 -2.01486 -0.449 0.755 1.633 -0.09
C -3.78663 5.40025 3.80242 -0.102 0.062 0.174 -0.02
C -6.74149 2.35123 0.33505 -1.095 -0.669 0.459 -0.29
C -7.44169 2.99056 1.34870 0.054 0.220 -0.114 -0.03
C 3.59612 -0.84167 3.71289 -0.130 -0.086 0.101 -0.02
C -4.70139 0.06501 -3.48584 1.582 -1.252 2.105 -0.08
C -2.00104 -1.78918 -0.12855 0.140 -0.234 -0.507 -0.17
C -8.45916 2.31120 2.01014 0.097 -0.257 -0.218 -0.08
C 0.93456 -5.55524 4.04908 0.132 -0.064 -0.138 -0.01
C 5.21251 1.23858 2.80410 -0.120 -0.275 0.202 -0.08
C 0.49712 1.29103 -2.21656 0.068 -0.763 -0.035 -0.15
C 0.64398 -1.80804 -0.57908 0.150 -0.429 0.052 -0.11
C 5.56502 0.52714 3.94891 0.042 0.033 0.003 -0.10
C -7.03652 1.04448 -0.02551 0.117 -0.095 -0.183 0.00
C -0.07280 -6.23359 4.72690 0.006 0.290 0.143 -0.08
C -3.09386 4.32600 1.32637 0.011 0.160 0.275 -0.06
C 1.21994 -1.30034 -1.98149 0.752 1.694 -2.691 -0.43
C 4.75921 -0.51390 4.40181 0.003 0.257 -0.265 -0.08
C -4.27807 3.93789 1.94444 -0.133 -0.189 0.148 -0.01
C -8.75886 0.99738 1.65965 -0.028 0.014 0.045 -0.10
C 8.08831 0.43317 -4.31904 0.046 0.086 -0.120 -0.10
C -4.07177 -1.32998 -3.73935 0.869 1.874 3.779 -0.06
C 6.74354 0.39947 -3.95838 0.181 0.038 -0.061 -0.07
H 3.76895 1.44047 1.21117 -0.004 -0.068 0.021 0.12
H 3.12011 -1.50303 -3.39989 -0.955 -0.084 1.484 0.12
H -2.82688 3.91261 0.35922 -0.069 0.013 0.087 0.11
H 0.92717 -2.54235 -5.70066 0.113 0.050 -0.122 -0.10
H -5.34615 0.56143 -4.29919 1.160 -0.916 1.431 0.08
H 9.54688 1.19502 -5.70697 -0.102 0.018 -0.024 0.10
H -9.55022 0.46681 2.17978 0.084 0.053 -0.051 0.10
H -0.17560 1.09665 -3.11350 1.117 -0.045 1.172 0.14
H -4.07460 5.81251 4.76265 -0.010 -0.051 -0.042 0.11
H -4.95816 1.84002 -1.96093 0.823 -1.698 -0.456 0.07
H 2.49667 0.47412 -2.78340 -1.366 -0.580 0.926 0.12
H 5.21565 -0.94037 -0.39343 0.098 -0.212 -1.016 -0.07
H 2.15148 0.47398 -0.98003 -0.551 -0.206 -1.525 0.12
H -0.36708 -4.00391 -3.76591 -0.328 -0.279 -0.327 -0.08
H 4.75756 1.09759 -4.43597 0.044 -0.007 -0.023 0.11
H -1.32712 5.54402 1.46902 -0.108 -0.031 0.030 0.10
H -4.20875 -1.91933 -4.69970 0.091 1.081 1.378 0.08
H -6.47843 0.56767 -0.82419 -0.075 0.042 0.162 0.09
H -9.01747 2.80461 2.79841 0.104 -0.012 -0.072 0.10
H -4.93863 3.21849 1.47831 0.404 0.232 0.369 0.08
H 0.50740 3.30212 -0.48106 0.206 -0.175 -1.406 0.15
H -1.60508 -0.92597 0.52977 -0.746 -1.198 -1.154 0.10
H -8.27929 -0.66146 0.37637 0.060 0.113 -0.021 0.11
H 1.41892 -2.49790 -0.08445 -1.091 1.064 -0.771 0.08
H -1.93888 6.49205 3.67431 -0.092 -0.062 -0.027 0.10
H 0.50394 -0.93374 0.16480 0.222 -1.262 -1.353 0.10
H -0.31134 -7.25734 4.45906 0.039 0.118 -0.015 0.10
H 5.03716 -1.06994 5.29103 -0.064 0.037 -0.087 0.10
H 1.48430 -6.03138 3.24573 -0.007 0.071 0.034 0.12
H -0.92478 -3.12701 -1.67808 0.504 0.941 1.245 0.06
H -0.61686 -3.51241 0.08601 -0.100 1.288 -1.210 0.11
H 2.95350 -1.64141 4.05486 0.077 0.110 -0.091 0.09
H -1.01484 -3.78989 6.88993 0.082 -0.018 -0.085 0.10
H 7.85870 2.43366 -7.05752 -0.058 -0.007 0.041 0.11
H -7.18966 4.01021 1.61410 -0.035 -0.066 -0.045 0.11
H -3.44144 0.72204 -0.05037 -0.214 -0.999 -1.768 0.09
H 6.42478 -0.17673 -3.09401 -0.128 0.041 -0.035 0.06
H 5.83946 2.05175 2.45457 -0.083 -0.093 -0.016 0.10
H 0.80895 -2.59074 5.68953 -0.009 -0.042 -0.057 0.11
H -2.61609 -2.45630 0.58936 0.761 1.005 -1.312 0.11
H -0.20662 1.38683 -1.30375 1.200 -0.259 -1.248 0.12
H -2.71845 -2.97796 -2.80981 -0.601 1.603 0.198 0.08
H -1.56250 -6.12553 6.27419 0.082 0.056 -0.064 0.10
H 8.82023 -0.11380 -3.73303 -0.096 0.043 -0.045 0.10
H 6.47065 0.78607 4.48838 -0.089 -0.032 -0.061 0.10
H 4.52679 -3.70383 -1.75208 -0.900 0.373 0.249 0.01
H 3.55211 -2.50736 0.03886 -0.202 -0.661 -0.967 0.00